Record 1
7 unconnected molecules or ions with the total composition C7H26NO8 in a non-equilibrium geometry. Source: the OMol25 dataset; level of theory: the ωB97M-V functional and the def2-TZVPD basis.

The energy above the lowest of the compared OMol25 structures with the same formula, charge and spin comes out at 0.0 kcal/mol. Its charge is -1. For the molar mass, the calculation gives 252.284 g mol⁻¹. For the calculated total energy, the calculation gives -25551.9516 eV.

Each line ends with the natural charge from an NBO analysis.
Element x y z (Å)
O  -1.030  -3.002  -0.594  -0.950
O  1.925  0.719  0.235  -0.733
O  -3.938  1.667  -0.841  -0.835
O  -0.557  0.152  1.504  -0.787
O  -2.721  -1.148  -4.123  -0.957
O  1.482  -0.977  -3.859  -0.941
O  -2.139  0.722  -1.782  -0.941
O  -2.961  -0.062  0.190  -0.941
N  0.073  -0.548  -1.430  -0.993
C  -1.185  -1.716  2.827  -0.641
C  1.091  -0.648  2.990  -0.606
C  2.053  2.673  1.696  -0.644
C  0.785  2.651  -0.504  -0.648
C  1.993  2.157  0.264  0.104
C  -0.055  -1.046  2.069  0.094
C  -3.042  0.759  -0.827  0.956
H  -0.125  2.212  -0.081  0.272
H  0.802  2.454  -1.576  0.212
H  1.680  3.696  1.732  0.216
H  0.650  3.733  -0.424  0.208
H  1.473  2.031  2.358  0.241
H  2.697  0.382  0.699  0.467
H  0.660  -0.072  -0.730  0.449
H  -0.315  -1.468  -1.194  0.440
H  1.444  -1.552  3.504  0.185
H  -0.885  -2.593  3.410  0.181
H  0.922  -0.901  -4.640  0.483
H  -1.726  -1.030  3.481  0.220
H  -1.959  -1.998  2.103  0.229
H  -1.410  -0.101  1.041  0.526
H  -0.796  0.076  -1.609  0.471
H  -1.908  -3.051  -0.193  0.506
H  0.779  0.034  3.783  0.204
H  3.083  2.679  2.066  0.187
H  -2.040  -1.497  -4.704  0.433
H  0.572  -0.620  -2.328  0.408
H  2.346  -0.663  -4.142  0.479
H  0.368  -1.708  1.303  0.141
H  -0.654  -3.884  -0.514  0.468
H  2.892  2.481  -0.281  0.141
H  1.941  -0.215  2.463  0.185
H  -2.263  -0.774  -3.341  0.510

---

Record 2
A molecular structure, C7H27BClN7O4V in a non-equilibrium geometry. Source: the OMol25 dataset; level of theory: the ωB97M-V functional and the def2-TZVPD basis.

The energy above the lowest of the compared OMol25 structures with the same formula, charge and spin comes out at 6.6 kcal/mol. Its charge is 0. Its expectation value of S² is 3.758. For the molar mass, the calculation gives 370.547 g mol⁻¹. For the calculated total energy, the calculation gives -65204.7137 eV. Its spin multiplicity is 4.

Each line ends with the natural charge from an NBO analysis.
Element x y z (Å)
V  1.842  -0.136  3.018  1.457
Cl  0.070  0.996  1.416  -0.797
O  3.371  0.429  1.545  -0.776
O  -2.252  5.646  -0.129  -0.669
O  -5.045  0.279  2.526  -0.668
O  1.049  -2.775  -1.618  -0.517
N  -1.386  3.946  -1.329  -0.846
N  4.805  -0.559  0.081  -0.816
N  -3.564  1.776  1.626  -0.845
N  -0.666  4.283  0.818  -0.863
N  -1.119  -2.088  -0.014  -0.800
N  -2.819  -0.178  2.538  -0.889
N  2.891  0.385  -0.682  -0.799
C  2.194  -2.948  -2.405  -0.241
C  -1.491  4.683  -0.193  0.764
C  -3.901  0.612  2.221  0.770
C  -1.203  -1.743  -1.455  -0.077
C  0.163  -1.793  -2.137  -0.049
C  -2.022  -0.495  -1.698  -0.625
C  3.677  0.169  0.371  0.835
B  1.625  -2.187  1.956  -0.711
H  2.639  -3.894  -2.091  0.197
H  4.990  -0.769  -0.877  0.396
H  1.458  -3.317  2.036  0.054
H  -2.975  -0.588  -1.175  0.225
H  0.623  -0.806  -1.990  0.134
H  -1.836  -2.487  -1.952  0.180
H  1.832  -1.815  0.890  0.021
H  1.981  0.802  -0.544  0.436
H  -4.156  2.579  1.535  0.415
H  -2.589  1.860  1.392  0.391
H  3.207  0.240  -1.620  0.400
H  0.726  -1.648  2.405  -0.027
H  2.000  -3.043  -3.477  0.166
H  2.588  -1.923  2.511  -0.068
H  -1.633  0.451  -1.302  0.195
H  2.996  -2.223  -2.225  0.134
H  -2.186  -0.313  -2.764  0.205
H  5.265  -0.997  0.858  0.420
H  -0.168  3.413  0.775  0.408
H  -0.677  4.881  1.623  0.409
H  -3.019  -0.776  3.321  0.406
H  -2.095  -2.130  0.272  0.352
H  -1.899  0.036  2.193  0.403
H  -0.794  -1.222  0.429  0.352
H  0.069  -2.010  -3.205  0.169
H  -1.816  4.230  -2.186  0.413
H  -0.749  3.170  -1.290  0.378

---

Record 3
8 unconnected molecules or ions with the total composition C7H27NO7 in a non-equilibrium geometry. Source: the OMol25 dataset; level of theory: the ωB97M-V functional and the def2-TZVPD basis.

The energy above the lowest of the compared OMol25 structures with the same formula, charge and spin comes out at 15.5 kcal/mol. Its charge is 0. For the molar mass, the calculation gives 237.293 g mol⁻¹. For the calculated total energy, the calculation gives -23517.6769 eV.

Each line ends with the natural charge from an NBO analysis.
Element x y z (Å)
O  -3.306  -3.227  1.870  -0.932
O  -0.124  -1.253  3.579  -0.953
O  2.646  0.410  3.816  -0.933
O  2.114  1.126  -2.968  -0.969
O  0.523  0.091  -4.885  -0.966
O  1.796  2.201  -0.386  -0.948
O  3.705  -0.772  0.331  -0.953
N  0.696  -1.445  0.455  -0.870
C  -0.798  0.222  -0.448  -0.068
C  -0.898  -1.598  -2.132  -0.628
C  -0.160  -0.344  0.578  -0.054
C  -0.609  -0.070  -1.913  -0.453
C  -1.874  1.236  -0.102  -0.445
C  -1.635  2.032  1.151  -0.169
C  -2.573  2.295  2.043  -0.415
H  -1.589  -1.795  -2.963  0.217
H  -0.239  -0.856  4.450  0.487
H  -0.023  0.829  -4.622  0.468
H  -2.027  2.042  -0.837  0.218
H  0.906  -1.706  -0.487  0.387
H  -2.551  3.075  2.801  0.194
H  1.937  0.254  3.180  0.466
H  3.259  -0.261  3.489  0.467
H  2.620  2.613  -0.655  0.473
H  -3.765  -3.002  1.072  0.471
H  2.981  -1.206  0.789  0.473
H  -0.635  2.432  1.282  0.202
H  -2.820  0.677  -0.105  0.208
H  -2.463  -2.767  1.806  0.462
H  -0.292  -0.118  1.626  0.214
H  1.381  0.105  -4.448  0.495
H  1.959  2.023  0.546  0.492
H  -1.471  -2.033  -1.320  0.205
H  3.984  -1.361  -0.374  0.471
H  0.915  -2.091  1.186  0.394
H  -1.006  -1.527  3.317  0.472
H  0.364  0.225  -2.335  0.244
H  -1.386  0.439  -2.486  0.206
H  -3.561  1.841  2.128  0.187
H  -0.032  -2.159  -2.474  0.209
H  2.214  1.959  -3.448  0.469
H  1.838  1.465  -2.105  0.502

---

Record 4
8 unconnected molecules or ions with the total composition C7H27NO7 in a non-equilibrium geometry. Source: the OMol25 dataset; level of theory: the ωB97M-V functional and the def2-TZVPD basis.

The energy above the lowest of the compared OMol25 structures with the same formula, charge and spin comes out at 69.5 kcal/mol. Its charge is 0. For the molar mass, the calculation gives 237.293 g mol⁻¹. For the calculated total energy, the calculation gives -23515.3356 eV.

Each line ends with the natural charge from an NBO analysis.
Element x y z (Å)
O  1.331  0.442  -1.535  -0.967
O  3.548  -0.054  0.923  -0.995
O  -1.088  1.520  -3.580  -0.965
O  -2.239  2.522  1.878  -0.967
O  -1.921  3.053  -1.576  -1.003
O  1.239  3.122  -1.683  -0.966
O  -2.524  0.686  -0.542  -0.994
N  -0.002  -2.080  -2.713  -0.849
C  -0.166  -1.937  -0.274  -0.462
C  0.896  0.508  3.614  -0.646
C  0.018  -2.276  1.222  -0.009
C  -0.483  -3.274  1.865  -0.410
C  0.833  -1.228  1.844  -0.256
C  0.253  -0.639  2.925  -0.139
C  0.307  -2.772  -1.479  -0.217
H  1.633  -0.064  4.277  0.219
H  2.950  -0.226  1.688  0.499
H  -0.823  2.339  -3.218  0.477
H  2.031  0.922  -2.151  0.493
H  -0.715  -0.922  3.285  0.210
H  0.252  1.248  4.318  0.216
H  1.681  -1.072  1.281  0.192
H  -0.378  -3.723  -1.430  0.199
H  4.484  0.041  1.014  0.496
H  -0.480  0.820  -3.311  0.487
H  -2.064  3.540  -0.764  0.508
H  0.597  -1.270  -2.749  0.374
H  1.377  -2.749  -1.253  0.172
H  -0.084  -2.568  -3.447  0.349
H  -1.302  -2.024  -0.536  0.199
H  -1.234  -3.960  1.439  0.201
H  1.318  4.027  -1.882  0.471
H  -2.646  1.999  2.677  0.474
H  1.270  1.095  2.913  0.211
H  -0.214  -3.343  2.922  0.200
H  -2.499  2.003  1.113  0.490
H  0.326  2.853  -1.513  0.493
H  0.005  -0.843  -0.485  0.238
H  -2.489  -0.094  -1.089  0.485
H  1.855  0.240  -0.818  0.482
H  -2.745  2.751  -2.103  0.524
H  -2.104  1.388  -1.066  0.486